103
Properties=species:S:1:pos:R:3:lowdin_charge:R:1 method="wB97M-V/def2-TZVPD" charge=+1 homo_energy_ev=-11.3595 largest_force_ha_per_bohr=0.0112 e_lumo_ev=-3.3
C -1.61 -3.13 4.27 -0.0574
C 2.70 -1.13 -0.07 -0.2337
N -1.28 0.58 -1.15 0.0562
C -3.32 -4.52 -1.08 -0.0420
H 0.44 1.63 -3.43 0.0730
H 4.53 -2.95 0.80 0.0762
C -1.33 -1.81 3.54 -0.3592
H 1.07 5.10 0.00 0.1094
H 6.46 4.57 2.43 0.1089
H -4.91 2.26 2.35 0.0850
H 4.31 0.11 2.76 0.0950
H -2.64 -3.46 4.12 0.0748
N -1.43 -1.70 -0.10 0.0560
H 4.43 4.80 3.82 0.1099
H -3.17 3.18 -1.67 0.1280
H -4.09 0.80 1.79 0.0806
N 1.47 -0.63 -0.09 -0.0235
C 0.29 -4.04 -2.36 -0.0459
H -0.26 -2.15 -4.20 0.0597
H -0.94 -3.91 3.90 0.0944
C 5.49 4.27 2.04 -0.0731
H -3.39 -5.04 -0.12 0.0825
H 0.83 -2.03 3.48 0.0852
Pt 0.15 0.45 1.15 1.2789
H -1.92 1.67 2.85 0.0570
H 0.67 -4.52 -1.45 0.0963
C 4.14 3.39 0.25 -0.0338
C -4.35 1.83 1.53 -0.0466
H -1.32 3.28 2.42 0.0528
H 2.29 1.75 -1.11 0.0829
H 0.64 2.34 -1.28 0.0600
H -2.74 0.68 -5.27 0.0892
C -2.22 2.68 2.54 -0.0672
C -2.66 -2.64 1.47 0.0443
H 2.21 -3.49 -3.08 0.1355
N -0.88 -1.39 1.11 -0.0698
C 1.60 -2.01 -1.81 -0.1732
C -2.54 -2.44 0.10 -0.1658
C 1.26 -2.99 -2.90 -0.3402
H -4.48 -2.88 -0.41 0.1420
H 0.52 4.64 1.61 0.0815
C 1.07 2.03 1.38 -0.1422
H 0.22 -1.25 4.94 0.0906
H -2.03 -1.06 3.93 0.1420
C -2.58 2.37 -1.27 0.0524
H -3.62 -1.21 -2.13 0.0699
H 2.59 -0.18 2.62 0.0543
N -1.60 0.98 0.13 -0.0286
C -3.51 -3.01 -0.90 -0.3385
H 0.11 -4.82 -3.10 0.0928
C 5.38 3.77 0.75 -0.0625
H 3.69 -2.57 -1.44 0.1251
H -0.33 4.03 0.18 0.0794
H 2.25 4.14 2.95 0.1107
N 0.78 -1.14 -1.16 0.0675
H 1.99 3.43 -1.61 0.1039
C 4.35 4.40 2.82 -0.0620
H 3.33 -2.71 2.07 0.0867
H -3.35 3.65 1.00 0.1430
H -2.78 -2.56 -2.91 0.0664
H -2.80 3.12 3.35 0.0897
H -4.53 -2.60 -2.74 0.0935
C 3.48 0.10 2.06 -0.0604
H -4.09 -4.92 -1.74 0.0875
H -3.80 0.81 -3.86 0.0891
C -3.61 -2.30 -2.24 -0.0654
C 0.78 -2.46 -4.24 -0.0549
H 0.85 -3.26 -4.98 0.0879
H -1.94 2.47 -3.78 0.1403
C 0.64 4.29 0.59 -0.0021
C -2.79 0.55 -4.19 -0.0423
C -0.33 1.11 -4.00 -0.0368
H 1.39 -1.62 -4.59 0.0853
C 1.62 3.08 0.49 -0.5305
H 0.30 -0.34 3.44 0.0294
C -1.87 1.43 -2.01 -0.1979
C -1.74 1.43 -3.51 -0.3383
C 4.19 -2.25 1.56 -0.0498
C 2.82 -1.99 -1.16 0.0426
C 3.00 3.51 1.02 -0.2023
H -3.43 -3.22 1.96 0.1219
C 3.78 -0.90 0.95 -0.3414
H -4.99 1.81 0.65 0.0847
C 3.12 4.02 2.32 -0.0474
C -1.61 -1.95 2.07 -0.2394
H -0.67 -3.58 -2.12 0.0410
H 4.09 3.00 -0.76 0.1066
C -3.06 2.63 1.27 -0.3523
H 4.99 -2.11 2.29 0.0846
H -2.61 -0.50 -3.96 0.0527
H 4.64 -0.52 0.39 0.1470
H 3.37 1.11 1.68 0.0506
H 6.26 3.67 0.13 0.1095
H -2.35 -4.76 -1.51 0.0650
C 1.65 2.62 -0.97 -0.0512
C 0.09 -1.33 3.86 -0.0771
H -0.23 1.41 -5.05 0.0939
B -0.77 -0.94 -1.29 -0.4657
H 1.25 2.23 2.45 0.0850
H -1.13 -1.36 -2.34 0.0918
H -0.14 0.05 -3.94 0.0414
H -1.44 -3.01 5.34 0.0847
C -2.38 2.05 0.07 -0.2650